C46H79F12N10O8 | wB97M-V/def2-TZVPD

Computed properties:
HOMO energy = -9.5 eV
Kohn-Sham gap = 0.2901 Eh
Charge = +1
Energy = -4147.65807 a.u.
Strongest force on any atom = 0.07037 hartree/bohr

CARTESIAN COORDINATES (ANGSTROEM)
1 C 9.8756 15.8355 18.4140
2 C 11.2244 16.3742 18.9119
3 N 11.3799 17.8048 18.3857
4 C 10.4269 18.7824 18.3695
5 C 11.0117 19.9345 17.9927
6 N 12.3517 19.6787 17.8827
7 C 12.5093 18.3570 18.0522
8 C 13.4073 20.6470 17.6636
9 H 9.8532 14.7556 18.6896
10 H 9.9332 15.9417 17.3119
11 H 8.9806 16.2648 18.8993
12 H 12.0671 15.8947 18.4266
13 H 11.3568 16.4311 20.0430
14 H 9.3918 18.5784 18.5637
15 H 10.5099 20.8543 17.8498
16 H 13.4901 17.9017 18.2651
17 H 13.4735 20.8920 16.5802
18 H 14.2640 20.2386 18.1984
19 H 13.1001 21.6211 18.1558
20 C 22.4914 11.2686 16.1408
21 C 23.3009 11.8000 14.9361
22 N 22.6299 12.9447 14.2171
23 C 21.7356 12.7665 13.1590
24 C 21.5125 13.9571 12.6316
25 N 22.2557 14.9084 13.3452
26 C 22.8773 14.2292 14.3504
27 C 22.0383 16.3375 13.0839
28 H 22.4095 11.9444 16.9593
29 H 22.8242 10.2354 16.3558
30 H 21.4489 11.0403 15.7855
31 H 23.4327 10.9955 14.2552
32 H 24.2894 12.1968 15.2283
33 H 21.3181 11.7561 12.9842
34 H 20.9098 14.2952 11.7941
35 H 23.6535 14.6128 14.9374
36 H 22.2157 16.5645 12.0480
37 H 22.6584 16.8124 13.8805
38 H 20.9856 16.5840 13.3218
39 C 19.1049 21.3183 19.8536
40 C 17.7261 21.6423 19.3882
41 N 17.5898 21.4886 17.9064
42 C 17.3559 20.2702 17.2855
43 C 17.1322 20.5275 16.0154
44 N 17.2520 21.8492 15.8441
45 C 17.5191 22.4194 16.9873
46 C 17.0581 22.6034 14.5435
47 H 19.8091 22.0329 19.4503
48 H 19.4826 20.2700 19.8372
49 H 19.1833 21.5316 20.9170
50 H 17.3860 22.6330 19.6139
51 H 17.0713 20.8387 19.8043
52 H 17.0657 19.4455 17.9127
53 H 16.9375 19.7776 15.2308
54 H 17.7866 23.4462 17.1303
55 H 15.9696 22.8341 14.6026
56 H 17.2675 21.8455 13.8263
57 H 17.6796 23.5078 14.4540
58 C 18.2432 13.6799 19.1400
59 C 18.4426 13.5817 17.6450
60 N 17.9480 14.7462 16.9149
61 C 18.5812 15.3816 15.8750
62 C 17.6500 16.2636 15.3674
63 N 16.5361 16.1415 16.1359
64 C 16.6943 15.1905 17.0112
65 C 15.4135 17.1620 16.1036
66 H 18.2879 12.7212 19.7192
67 H 17.3090 14.0912 19.3982
68 H 19.0350 14.3038 19.5537
69 H 17.8909 12.7337 17.3216
70 H 19.4922 13.4321 17.5116
71 H 19.5768 15.1075 15.6013
72 H 17.7251 16.9711 14.5439
73 H 16.0505 14.7890 17.7514
74 H 14.5131 16.5241 16.2183
75 H 15.4605 17.8849 15.2425
76 H 15.5366 17.8005 16.9798
77 C 12.6259 17.1512 13.6472
78 C 13.8665 16.4634 13.1557
79 N 14.1290 16.6840 11.7131
80 C 14.7174 17.8719 11.2645
81 C 14.5859 17.8215 9.9613
82 N 14.0365 16.6172 9.5790
83 C 13.6891 15.9997 10.6882
84 C 13.6460 16.3036 8.2005
85 H 12.6410 17.1286 14.7433
86 H 11.6604 16.7681 13.2848
87 H 12.6243 18.1693 13.2569
88 H 14.0031 15.4239 13.2614
89 H 14.6537 16.9192 13.8174
90 H 15.2672 18.4721 12.0569
91 H 14.9816 18.4438 9.2007
92 H 13.1329 15.0529 10.7348
93 H 12.8851 15.5437 8.1437
94 H 14.6262 16.0875 7.7456
95 H 13.2070 17.2538 7.9029
96 C 15.5158 18.1121 20.0041
97 O 14.9586 18.8735 21.1143
98 O 15.7150 18.8445 18.8931
99 C 16.8148 17.6081 20.6272
100 F 16.6410 16.6089 21.4577
101 F 17.6771 17.1675 19.6948
102 F 17.6215 18.5021 21.2874
103 C 13.6075 18.6576 21.2772
104 C 13.3236 18.1009 22.6000
105 H 13.7814 18.7355 23.3847
106 H 12.2382 18.0488 22.7970
107 H 13.8179 17.1017 22.6737
108 H 13.1761 17.9068 20.5810
109 H 13.1154 19.6722 21.2942
110 H 14.8716 17.2066 19.8825
111 C 13.1929 14.2669 16.9866
112 O 14.1406 13.8007 17.9497
113 O 13.0997 15.5719 16.9482
114 C 13.6790 13.7476 15.6044
115 F 14.9741 14.1547 15.2258
116 F 13.7322 12.3832 15.6239
117 F 12.8290 14.1418 14.6286
118 C 13.5762 12.8092 18.8887
119 C 14.6198 12.5955 19.9571
120 H 15.6308 12.3927 19.5093
121 H 14.8270 13.4723 20.5514
122 H 14.3646 11.7904 20.7093
123 H 13.3951 11.9169 18.3216
124 H 12.6495 13.1879 19.3389
125 H 12.2198 13.6662 17.2554
126 C 17.6505 19.1087 12.4188
127 O 17.8003 17.6635 12.4355
128 O 16.5622 19.5053 13.0728
129 C 19.0883 19.7189 12.9727
130 F 20.1640 19.2792 12.2930
131 F 19.0294 21.0577 12.7164
132 F 19.3655 19.6252 14.2641
133 C 18.4246 16.9492 11.4167
134 C 17.5983 15.7062 11.1592
135 H 18.1347 14.8352 10.7808
136 H 17.0722 15.3343 12.0069
137 H 16.7990 15.9668 10.4564
138 H 19.3973 16.7045 11.7709
139 H 18.5704 17.5233 10.4951
140 H 17.6925 19.3460 11.2855
141 C 21.7039 15.8072 16.9379
142 O 22.3988 16.8269 16.2126
143 O 21.3251 14.7952 16.1741
144 C 22.7295 15.1983 17.9323
145 F 23.8065 14.7427 17.1810
146 F 23.2466 15.9944 18.9082
147 F 22.2617 14.1338 18.6069
148 C 23.1785 17.8551 16.8258
149 C 22.3851 18.7456 17.7586
150 H 21.4846 19.2402 17.3439
151 H 22.2670 18.3100 18.7766
152 H 23.0757 19.6006 17.9043
153 H 23.4471 18.5048 16.0562
154 H 24.1422 17.5679 17.3324
155 H 20.9102 16.3307 17.4959